{
  "formula": "C42H115N9O12",
  "method": "ωB97M-V/def2-TZVPD",
  "elements": ["C", "C", "C", "O", "C", "N", "H", "H", "H", "H", "H", "H", "H", "H", "H", "H", "H", "C", "C", "C", "O", "C", "N", "H", "H", "H", "H", "H", "H", "H", "H", "H", "H", "H", "C", "C", "C", "O", "C", "N", "H", "H", "H", "H", "H", "H", "H", "H", "H", "H", "H", "C", "C", "C", "O", "C", "N", "H", "H", "H", "H", "H", "H", "H", "H", "H", "H", "H", "C", "C", "C", "O", "C", "N", "H", "H", "H", "H", "H", "H", "H", "H", "H", "H", "H", "C", "C", "C", "O", "C", "N", "H", "H", "H", "H", "H", "H", "H", "H", "H", "H", "H", "C", "C", "C", "O", "C", "N", "H", "H", "H", "H", "H", "H", "H", "H", "H", "H", "H", "C", "C", "C", "O", "C", "N", "H", "H", "H", "H", "H", "H", "H", "H", "H", "H", "H", "C", "O", "C", "C", "N", "C", "C", "O", "C", "H", "H", "H", "H", "H", "H", "H", "H", "H", "H", "H", "H", "H", "H", "H", "C", "C", "O", "H", "H", "H", "H", "H", "H", "C", "C", "O", "H", "H", "H", "H", "H", "H"],
  "coordinates": [[-4.880, -1.387, 5.405], [-5.984, -2.089, 4.577], [-5.263, -3.204, 3.598], [-4.046, -2.736, 2.981], [-3.768, -3.212, 1.706], [-6.898, -2.819, 5.397], [-5.256, -0.406, 5.695], [-3.964, -1.217, 4.840], [-4.589, -2.030, 6.236], [-6.517, -1.365, 3.961], [-5.962, -3.535, 2.830], [-4.847, -4.058, 4.133], [-2.831, -2.701, 1.485], [-4.528, -3.023, 0.948], [-3.513, -4.271, 1.662], [-7.206, -2.241, 6.166], [-7.667, -3.162, 4.838], [-0.215, 3.946, 1.210], [0.662, 3.251, 0.203], [1.991, 3.980, -0.155], [1.633, 5.121, -0.857], [2.806, 5.904, -1.242], [0.907, 1.962, 0.776], [0.122, 3.665, 2.208], [-1.197, 3.495, 1.066], [-0.227, 5.027, 1.071], [0.045, 3.160, -0.691], [2.836, 3.441, -0.583], [2.370, 4.297, 0.816], [3.571, 5.238, -1.643], [3.350, 6.403, -0.440], [2.595, 6.699, -1.957], [1.120, 1.250, 0.092], [0.031, 1.698, 1.202], [2.833, -4.290, 2.126], [3.639, -3.591, 0.985], [2.987, -3.717, -0.396], [1.688, -3.014, -0.328], [0.714, -3.089, -1.412], [3.554, -2.221, 1.457], [3.410, -4.702, 2.953], [2.408, -5.205, 1.713], [1.940, -3.790, 2.501], [4.660, -3.971, 1.007], [2.712, -4.750, -0.606], [3.673, -3.429, -1.193], [0.903, -3.962, -2.036], [0.930, -2.301, -2.133], [-0.344, -3.029, -1.158], [2.589, -1.921, 1.465], [3.893, -1.580, 0.754], [4.327, 4.590, 5.068], [4.657, 3.942, 3.676], [3.978, 4.478, 2.380], [4.120, 3.529, 1.349], [3.246, 2.424, 1.366], [6.071, 3.995, 3.518], [4.705, 3.981, 5.890], [3.266, 4.523, 5.310], [4.509, 5.657, 4.945], [4.450, 2.873, 3.626], [4.428, 5.454, 2.200], [2.912, 4.590, 2.579], [3.523, 1.796, 2.213], [3.331, 1.694, 0.562], [2.214, 2.754, 1.488], [6.398, 3.626, 2.636], [6.451, 3.400, 4.240], [1.771, 0.230, 2.210], [1.422, -1.205, 1.786], [0.130, -1.775, 2.189], [-0.056, -1.716, 3.622], [-1.252, -2.363, 3.994], [1.488, -1.182, 0.348], [1.933, 0.289, 3.286], [1.010, 0.998, 2.069], [2.741, 0.581, 1.857], [2.285, -1.815, 2.056], [0.049, -2.784, 1.787], [-0.775, -1.327, 1.779], [-1.493, -2.521, 5.045], [-1.202, -3.324, 3.482], [-2.170, -1.921, 3.605], [2.310, -0.785, -0.085], [1.494, -2.136, 0.018], [3.353, -5.224, -2.363], [4.207, -4.917, -3.589], [4.797, -3.495, -3.497], [3.889, -2.434, -3.147], [2.874, -2.241, -4.071], [5.233, -5.940, -3.602], [2.494, -4.558, -2.277], [3.974, -5.178, -1.469], [2.888, -6.205, -2.458], [3.664, -4.925, -4.534], [5.304, -3.366, -4.453], [5.547, -3.595, -2.713], [1.928, -2.644, -3.711], [2.963, -2.633, -5.084], [2.896, -1.152, -4.045], [4.911, -6.860, -3.338], [5.934, -5.689, -2.920], [-4.617, 1.907, 2.020], [-4.569, 2.654, 0.704], [-3.172, 3.041, 0.290], [-2.781, 4.489, 0.289], [-2.575, 4.930, 1.623], [-5.417, 1.960, -0.270], [-4.185, 2.487, 2.835], [-4.038, 0.984, 1.976], [-5.644, 1.666, 2.292], [-5.149, 3.547, 0.939], [-2.833, 2.769, -0.710], [-2.428, 2.469, 0.844], [-1.948, 4.248, 2.197], [-3.488, 5.192, 2.158], [-2.084, 5.879, 1.836], [-5.351, 2.559, -1.080], [-6.363, 2.029, 0.079], [-1.862, -2.520, -1.999], [-1.255, -1.460, -2.924], [-0.497, -2.017, -4.147], [0.469, -1.234, -4.750], [-0.027, 0.075, -5.203], [-2.348, -0.665, -3.390], [-2.357, -2.119, -1.115], [-1.188, -3.240, -1.534], [-2.574, -3.158, -2.523], [-0.585, -0.738, -2.457], [-1.185, -2.316, -4.937], [0.003, -2.932, -3.828], [0.098, 0.821, -4.419], [-1.092, 0.136, -5.428], [0.556, 0.441, -6.048], [-1.913, 0.239, -3.507], [-3.133, -0.622, -2.756], [3.631, -1.299, -1.607], [3.528, -0.240, -0.634], [2.880, 0.950, -1.142], [1.436, 0.963, -1.679], [0.527, 0.752, -0.531], [-0.842, 0.787, -0.987], [-1.789, 0.516, 0.211], [-2.290, -0.832, 0.396], [-3.154, -0.929, 1.492], [4.250, -2.124, -1.255], [4.186, -1.221, -2.542], [2.614, -1.657, -1.771], [3.442, 1.477, -1.913], [2.982, 1.694, -0.352], [1.410, 0.166, -2.422], [1.328, 1.890, -2.243], [0.712, -0.121, -0.059], [-0.797, -0.139, -1.561], [-1.129, 1.658, -1.576], [-2.671, 1.126, 0.016], [-1.304, 0.913, 1.103], [-3.107, -1.968, 1.818], [-4.148, -0.661, 1.136], [-2.785, -0.304, 2.305], [-3.410, 0.487, -1.169], [-4.045, 1.106, -2.398], [-5.377, 1.255, -2.184], [-2.465, 0.099, -1.547], [-4.095, -0.273, -0.793], [-3.207, 1.213, -0.382], [-3.802, 0.413, -3.203], [-3.696, 2.126, -2.554], [-5.642, 1.849, -1.478], [-0.777, 3.048, -4.274], [-2.079, 2.213, -4.152], [-1.947, 1.511, -2.942], [-0.077, 2.264, -4.561], [-0.564, 3.515, -3.312], [-0.859, 3.806, -5.053], [-2.241, 1.565, -5.013], [-2.986, 2.816, -4.122], [-2.107, 2.080, -2.185]],
  "forces_ev_per_a": [[-0.57, -0.22, -0.57], [2.67, -1.31, -1.56], [0.38, 0.94, 0.60], [-1.73, 0.16, 0.53], [-0.43, -5.27, -0.06], [0.07, -0.41, 0.48], [0.13, -0.09, 0.53], [-0.22, 0.00, -0.29], [-0.24, 0.21, 0.27], [0.29, 0.20, -0.41], [-0.14, -0.04, -0.04], [-1.07, -0.17, 0.71], [0.95, -5.42, -2.38], [0.06, 0.40, -0.06], [-0.49, -0.60, 0.49], [-0.38, -0.13, -0.01], [-0.29, 0.10, 0.31], [0.95, 0.10, -0.65], [0.89, -0.87, 0.03], [-1.48, 0.94, 1.78], [1.10, 2.01, -1.78], [-0.18, -0.74, 0.29], [0.09, 13.41, 10.24], [0.20, 0.31, 0.16], [1.30, 0.31, -0.09], [-0.27, -0.10, 0.01], [-0.10, 0.34, -1.11], [-0.46, -0.03, -0.65], [-0.15, 0.46, -0.60], [-0.08, -0.20, -0.44], [-0.49, -0.08, 0.77], [-0.61, -0.39, -0.11], [2.80, 2.16, 2.74], [0.20, 0.05, -0.43], [-0.35, -2.19, -1.08], [-1.70, 0.90, 1.92], [-1.22, -1.60, 2.09], [2.14, -14.96, -6.34], [2.93, -0.71, -0.36], [7.08, -1.38, -2.09], [0.35, 0.74, 0.05], [-0.17, -0.40, -0.24], [0.43, 0.53, -0.02], [0.09, -0.07, -0.38], [-0.24, 0.62, 1.30], [-1.17, -0.04, 0.66], [-0.41, -0.47, 0.45], [-0.14, 0.46, 0.52], [4.03, 0.51, 2.25], [4.91, -2.69, -8.49], [0.93, 0.13, 0.23], [-1.54, -0.72, -1.86], [-0.92, -0.75, -0.03], [-0.29, -1.00, 2.05], [2.43, 0.87, -1.17], [2.04, 0.61, 3.83], [1.80, 0.76, 0.23], [1.04, 0.68, -0.05], [-0.44, -0.01, -0.50], [0.74, -0.10, 0.84], [-1.02, -0.13, 0.70], [0.05, -0.11, -0.88], [-0.28, 0.32, 0.20], [0.18, 0.63, 0.45], [1.63, 1.47, 2.69], [0.65, -0.78, 0.59], [-0.26, -0.11, -0.21], [0.48, 0.04, 0.01], [-0.06, -1.66, 3.24], [-1.76, 4.31, -0.08], [-1.86, 0.13, 1.42], [0.37, -0.01, 0.34], [-0.37, -0.65, -1.25], [-3.23, 6.13, 3.35], [0.09, -0.42, 0.61], [0.96, -1.34, 0.58], [-0.99, -1.23, -0.47], [-7.03, 2.21, 11.10], [0.18, -0.80, 0.33], [0.51, 0.63, -0.40], [1.05, 0.25, 0.24], [-0.34, -0.69, 0.33], [0.38, 0.58, -0.11], [-0.30, 0.07, 1.53], [-1.10, 5.15, 2.41], [-0.65, -0.45, -2.24], [-1.13, -0.23, 0.85], [0.38, -1.49, 0.05], [2.34, -8.25, -5.46], [-1.03, 1.07, -0.35], [1.40, 0.51, -0.78], [0.61, -0.21, -0.41], [0.18, -0.57, -0.80], [0.29, -0.37, -0.04], [-0.39, -0.43, 0.05], [0.08, 0.73, -0.01], [0.19, 0.71, 0.25], [0.26, 0.20, 0.07], [0.79, 0.06, 0.02], [-1.15, 0.13, -0.81], [-0.37, 0.10, -0.12], [0.31, -0.09, 0.07], [0.57, -0.54, 0.38], [-1.63, 1.35, 1.74], [1.70, 2.49, -0.65], [-0.99, -1.19, 0.85], [-1.15, 0.82, 1.72], [0.88, 2.46, 7.21], [-0.03, 0.24, -0.07], [-0.41, 0.40, 0.05], [-0.07, -0.03, -0.02], [0.69, 0.85, -0.04], [-0.89, 0.52, -0.32], [-0.44, 0.78, 0.81], [-1.11, 0.07, 0.37], [-0.79, -0.84, -0.11], [0.57, 0.24, -1.55], [1.07, 4.50, 2.53], [-0.34, 0.03, 0.13], [-0.98, -0.90, -0.11], [-0.40, -1.34, -1.32], [-0.96, -1.62, 0.23], [0.02, 2.60, -0.83], [0.56, -0.67, 0.69], [0.31, -2.86, -2.23], [-0.08, 0.44, -0.48], [-3.49, -0.34, -1.96], [-0.26, 0.33, -0.42], [0.81, -1.87, -0.93], [-0.62, -0.11, 0.22], [0.21, -0.14, -0.19], [0.37, -0.86, 0.27], [0.15, -0.88, -0.35], [0.11, -0.44, -0.06], [-1.22, -1.58, -0.14], [1.19, -1.12, -0.45], [0.28, 2.77, 2.34], [1.31, 1.72, -1.91], [0.58, 1.10, -1.42], [0.88, -2.56, 0.78], [-6.59, -6.66, -17.56], [1.05, -1.57, 3.80], [4.41, -0.18, 3.43], [1.95, 1.04, -0.07], [0.90, 3.13, 0.36], [-0.04, 1.45, 1.21], [-0.02, 3.95, 1.36], [0.48, 0.35, -0.12], [0.72, -0.72, -0.51], [-1.23, -1.06, -2.78], [-0.34, -0.33, -0.55], [-0.40, 0.29, 0.47], [0.42, -2.66, 0.15], [-1.38, 1.79, 1.02], [2.14, -0.87, 2.22], [10.17, -1.98, 8.16], [0.22, -1.08, 0.72], [-0.19, 7.61, 1.07], [-0.35, -0.10, 0.50], [-0.23, 0.39, 0.06], [-4.42, -0.27, -4.97], [-1.75, 0.96, 1.74], [-3.52, -3.37, -7.39], [-1.52, 0.13, 1.11], [0.12, 0.08, -0.22], [-10.34, 0.40, -7.90], [-1.61, 1.87, -0.65], [-0.39, -0.04, -0.25], [-0.85, -4.79, -4.49], [-1.30, -0.56, -0.78], [0.30, 2.34, -0.16], [1.55, 3.41, -2.82], [0.55, 1.38, 0.24], [0.24, -0.01, -0.11], [0.16, 0.01, 0.00], [0.18, -0.35, 0.40], [0.00, 0.31, 0.03], [-0.56, 0.78, -1.02]],
  "mulliken_charge": [-1.23, 0.58, -0.96, -0.01, -1.10, -0.68, 0.38, 0.18, 0.38, 0.24, 0.38, 0.28, 0.04, 0.42, 0.35, 0.24, 0.23, -0.60, 1.60, -1.03, -0.42, -0.79, 0.29, 0.05, -0.60, 0.61, -1.00, 0.91, -0.20, 0.27, 0.25, 0.36, -0.81, -1.04, -1.26, 0.07, -0.35, 0.24, -0.26, -0.61, 0.34, 0.40, 0.19, 0.52, 1.82, -1.05, 1.15, -0.63, -0.53, -1.34, 0.63, -1.54, 0.86, -0.60, -0.33, -1.16, -0.77, 0.42, 0.34, 0.33, 0.22, 0.48, 0.24, 0.16, -0.62, 1.24, 0.31, 0.25, -1.39, 1.45, -0.31, -0.55, -0.13, -0.68, 0.63, 0.80, -0.68, 0.05, 0.68, -0.10, 0.45, 0.28, -0.33, 0.89, 0.96, -1.07, 0.73, -1.31, -0.15, -0.83, -0.75, -0.32, 0.60, 0.34, 0.34, 0.32, 0.56, 0.18, 0.61, 0.27, 0.32, 0.27, -1.71, 0.80, -0.12, -0.60, -1.00, -0.43, 0.44, 0.27, 0.57, 0.84, 0.25, 0.94, 0.61, 0.37, 0.43, 0.61, 0.32, -1.15, 2.58, -1.43, -0.21, -0.40, -0.50, -0.75, 0.56, 0.52, -0.12, 0.26, 0.74, -0.53, 0.52, 0.47, 0.33, 0.64, -0.99, -0.85, -0.88, 0.37, 1.22, 1.17, 0.38, 0.62, -1.03, 0.13, 1.54, -0.35, 0.76, -0.53, -0.22, 0.29, -0.79, -0.46, -0.13, -2.17, 1.18, -1.03, 0.96, 0.20, 1.65, -1.17, -0.90, -1.46, -0.72, -0.81, 0.47, 0.44, 0.13, -0.79, -0.86, -0.67, 0.32, 0.17, 0.54, 0.58, 0.66, 0.03],
  "e_tot_ev": -83336.2837,
  "homo_lumo_gap_ev": 4.673
}